(1)
Entry from the Open Molecules 2025 dataset: a 2-piece molecular cluster, C10H24NSi overall (ωB97M-V/def2-TZVPD).

Calculated values
ΔE to the lowest compared entry with this formula, charge and spin ... 0.0 kcal/mol
Orbital gap ... 9.2 eV
E_HOMO ... -12.544 eV

```
! wB97M-V def2-TZVPD RIJCOSX def2/J DEFGRID3
* xyz 1 1
C -1.731 -1.063 1.614
C -1.237 -1.061 0.517
C 3.351 -2.376 0.072
C -3.226 -1.575 -2.105
C 0.530 3.488 1.256
C -1.350 2.372 2.375
C -0.235 0.681 -1.733
C 2.080 -1.541 -0.024
C -1.788 -2.034 -2.323
C 1.116 -2.099 -1.070
N 0.118 2.469 2.244
Si -0.526 -1.143 -1.212
H 0.473 1.549 1.946
H -2.163 -1.097 2.575
H 4.047 -1.946 0.791
H 3.116 -3.389 0.389
H 3.843 -2.426 -0.896
H -3.339 -0.519 -2.344
H -3.906 -2.141 -2.739
H -3.524 -1.723 -1.070
H 0.129 3.232 0.276
H 0.145 4.463 1.550
H 1.615 3.540 1.192
H -1.616 1.638 3.133
H -1.765 3.338 2.656
H -1.782 2.055 1.427
H -1.063 1.326 -1.453
H 0.680 1.090 -1.312
H -0.137 0.744 -2.813
H 1.578 -1.527 0.947
H 2.344 -0.511 -0.281
H -1.526 -1.889 -3.371
H -1.732 -3.107 -2.136
H 0.897 -3.135 -0.812
H 1.620 -2.123 -2.036
H 0.533 2.689 3.158
*
```

Löwdin atomic charge list, values in e, 5 entries: 0.0349 -0.1707 -0.1125 -0.1676 -0.0029


(2)
Entry from the Open Molecules 2025 dataset: C10H25AlFN3OP as an isolated structure (ωB97M-V/def2-TZVPD).

Calculated values
ΔE to the lowest compared entry with this formula, charge and spin ... 0.0 kcal/mol
Orbital gap ... 6.1 eV
E_HOMO ... -3.461 eV

```
! wB97M-V def2-TZVPD RIJCOSX def2/J DEFGRID3
* xyz -1 1
C 2.392 3.263 5.521
C 1.745 2.776 4.458
Al 2.530 1.227 3.440
F 1.398 0.568 2.300
C 3.181 -0.207 4.715
C 2.632 -0.497 5.928
H 3.175 2.679 6.004
H 2.234 4.259 5.940
H 0.814 3.259 4.147
H 3.851 1.771 2.678
H 4.091 -0.741 4.405
H 1.636 -0.936 6.015
H 3.148 -0.289 6.875
O -0.495 1.069 -3.687
P -1.002 0.210 -2.593
N 0.342 -0.295 -1.719
C 0.935 -1.603 -1.573
C 1.106 0.781 -1.091
N -1.802 -1.024 -3.511
C -1.664 -2.442 -3.265
C -1.954 -0.774 -4.938
N -2.109 0.187 -1.350
C -1.857 -0.284 0.007
C -3.517 0.358 -1.676
H 1.024 -1.877 -0.514
H 1.942 -1.630 -2.005
H 0.361 -2.385 -2.052
H 0.549 1.221 -0.259
H 1.354 1.573 -1.803
H 2.039 0.403 -0.678
H -0.723 -2.849 -3.657
H -2.481 -2.982 -3.755
H -1.742 -2.674 -2.201
H -1.039 -0.990 -5.507
H -2.226 0.260 -5.127
H -2.758 -1.407 -5.327
H -1.834 -1.378 0.053
H -2.657 0.064 0.663
H -0.936 0.106 0.429
H -4.013 -0.608 -1.819
H -3.638 0.937 -2.591
H -4.032 0.901 -0.880
*
```

Löwdin atomic charge list, values in e, 5 entries: -0.1659 -0.2416 0.1344 -0.3162 -0.2525


(3)
Entry from the Open Molecules 2025 dataset: C10H25BaOP as an isolated structure (ωB97M-V/def2-TZVPD).

Calculated values
Orbital gap ... 6.4 eV
E_HOMO ... -15.238 eV

```
! wB97M-V def2-TZVPD RIJCOSX def2/J DEFGRID3
* xyz 2 1
C 1.558 1.987 -0.747
C 2.781 1.830 0.178
C 3.780 0.739 -0.217
C 3.423 -0.660 0.305
P 1.619 -1.304 0.064
O 0.153 -2.023 -0.094
C -0.913 -1.256 -0.696
C -2.098 -1.077 0.239
C -1.665 -0.737 1.662
C -3.078 -0.063 -0.375
C -4.474 -0.216 0.256
C -2.558 1.382 -0.340
H 1.644 1.354 -1.627
H 1.472 3.015 -1.082
H 0.632 1.748 -0.229
H 3.335 2.764 0.179
H 2.469 1.675 1.210
H 3.907 0.722 -1.305
H 4.754 1.010 0.190
H 4.074 -1.381 -0.228
H 3.706 -0.767 1.353
H 1.188 -0.384 1.031
H 1.679 -0.949 -1.310
H 2.094 -2.603 0.460
H -1.225 -1.801 -1.585
H -0.543 -0.279 -1.026
H -2.613 -2.038 0.282
H -0.963 0.097 1.693
H -1.194 -1.591 2.139
H -2.528 -0.455 2.258
H -3.170 -0.321 -1.432
H -4.450 -0.841 1.145
H -5.172 -0.670 -0.440
H -4.889 0.744 0.550
H -2.038 1.620 0.583
H -1.881 1.579 -1.171
H -3.384 2.078 -0.444
Ba 4.569 -2.928 -1.428
*
```

Löwdin atomic charge list, values in e, 5 entries: -0.0932 -0.2400 -0.2641 -0.4784 0.7656


(4)
Entry from the Open Molecules 2025 dataset: a 2-piece molecular cluster, C10H25BrN2O6P overall (ωB97M-V/def2-TZVPD).

Calculated values
ΔE to the lowest compared entry with this formula, charge and spin ... 0.0 kcal/mol
Orbital gap ... 8.3 eV
E_HOMO ... -11.056 eV

```
! wB97M-V def2-TZVPD RIJCOSX def2/J DEFGRID3
* xyz 1 1
C 0.841 -0.913 0.195
C 2.176 -0.550 0.867
O 2.528 0.788 0.600
C 3.746 0.981 -0.099
C 5.018 0.593 0.636
O 5.369 1.386 1.768
N 4.489 1.107 2.846
C 5.215 0.328 3.825
O 6.382 0.418 4.062
O 4.389 -0.508 4.480
P 3.984 2.689 3.490
O 3.446 3.288 2.079
Br 2.042 1.989 4.413
H 0.844 -1.973 -0.084
H 0.017 -0.749 0.894
H 0.711 -0.305 -0.703
H 2.951 -1.256 0.549
H 2.063 -0.659 1.955
H 3.726 0.422 -1.048
H 3.785 2.045 -0.342
H 5.848 0.749 -0.063
H 5.035 -0.469 0.917
H 3.556 -0.552 3.988
H 2.559 3.658 2.179
C -2.291 -0.936 -1.819
N -3.736 -1.044 -1.424
C -3.791 -1.568 -0.023
C -4.430 -2.005 -2.329
C -4.434 0.298 -1.422
C -4.599 0.984 -2.757
O -3.325 1.261 -3.308
H -1.801 -1.868 -1.546
H -2.218 -0.780 -2.888
H -1.843 -0.107 -1.280
H -3.311 -2.542 0.002
H -4.831 -1.657 0.281
H -3.265 -0.875 0.629
H -4.339 -1.659 -3.354
H -5.476 -2.070 -2.041
H -3.953 -2.977 -2.229
H -3.866 0.929 -0.739
H -5.422 0.120 -1.000
H -5.144 1.911 -2.555
H -5.208 0.386 -3.442
H -3.437 1.695 -4.160
*
```

Löwdin atomic charge list, values in e, 5 entries: -0.0754 -0.2730 -0.1750 -0.1909 -0.1580


(5)
Entry from the Open Molecules 2025 dataset: a 4-piece molecular cluster, C10H25F6N3O7S2 overall (ωB97M-V/def2-TZVPD).

Calculated values
ΔE to the lowest compared entry with this formula, charge and spin ... 0.0 kcal/mol
Orbital gap (spin up / spin down) ... 9.7 / 3.9 eV
E_HOMO (spin up / spin down) ... -12.827 / -12.827 eV

```
! wB97M-V def2-TZVPD RIJCOSX def2/J DEFGRID3
* xyz 1 2
O -8.381 -13.880 2.462
H -7.771 -14.372 1.908
H -9.222 -14.342 2.431
H -8.460 -12.954 2.222
C -10.757 -11.525 0.002
F -11.066 -12.849 -0.109
F -11.310 -10.804 -1.026
F -11.323 -10.965 1.040
S -8.868 -11.117 0.176
O -8.213 -12.106 -0.694
O -8.630 -9.822 -0.339
N -8.591 -11.484 1.850
S -8.275 -10.135 2.411
O -7.116 -9.382 1.904
O -9.463 -9.317 2.655
C -7.711 -10.649 4.186
F -6.770 -11.565 4.076
F -7.284 -9.524 4.845
F -8.829 -11.101 4.819
C -5.154 -13.601 0.554
C -5.414 -15.083 0.968
C -5.063 -15.413 2.420
O -5.788 -14.527 3.260
C -5.301 -14.522 4.616
N -6.809 -15.296 0.760
H -5.168 -13.582 -0.536
H -4.175 -13.251 0.882
H -5.936 -12.922 0.892
H -4.930 -15.680 0.194
H -3.998 -15.443 2.652
H -5.407 -16.428 2.622
H -5.681 -15.417 5.108
H -5.656 -13.644 5.155
H -4.211 -14.499 4.638
H -7.009 -16.270 0.934
H -6.961 -15.207 -0.234
C -10.865 -16.441 3.664
C -11.328 -15.832 2.347
C -11.997 -14.480 2.588
O -11.162 -13.445 3.227
C -11.880 -12.233 3.619
N -10.245 -15.685 1.396
H -10.385 -17.420 3.670
H -11.671 -16.487 4.396
H -10.183 -15.723 4.118
H -12.031 -16.521 1.877
H -12.794 -14.760 3.277
H -12.444 -14.192 1.637
H -12.569 -11.813 2.886
H -11.133 -11.518 3.961
H -12.650 -12.504 4.342
H -10.670 -15.270 0.579
H -9.990 -16.627 1.136
*
```

Löwdin atomic charge list, values in e, 5 entries: 0.2092 0.0479 0.0703 -0.0007 -0.5584


(6)
Entry from the Open Molecules 2025 dataset: a 2-piece molecular cluster, C10H25N4O overall (ωB97M-V/def2-TZVPD).

Calculated values
ΔE to the lowest compared entry with this formula, charge and spin ... 64.0 kcal/mol
Orbital gap ... 9.9 eV
E_HOMO ... -12.289 eV

```
! wB97M-V def2-TZVPD RIJCOSX def2/J DEFGRID3
* xyz 1 1
C -1.374 0.919 -1.574
C -1.445 -3.409 0.351
C 1.264 -1.133 -2.435
C 3.611 1.063 0.876
C -1.311 2.713 0.640
C -1.436 0.864 2.176
C -1.061 -2.001 0.938
C 1.951 -0.675 -1.122
C 2.058 0.817 0.864
C -1.079 0.444 -0.159
N -2.780 0.868 -1.809
N -1.142 -0.867 -0.051
N -1.275 1.293 0.832
N 1.365 0.535 -0.449
O -0.550 1.432 -2.259
H -0.692 -3.683 -0.329
H -1.373 -4.116 1.224
H -2.470 -3.247 0.056
H 1.995 -1.539 -3.178
H 0.450 -1.807 -2.335
H 0.858 -0.149 -2.822
H 3.891 1.575 1.759
H 4.133 0.149 0.903
H 3.822 1.609 0.032
H -2.107 3.027 1.302
H -0.442 3.178 0.999
H -1.598 3.108 -0.310
H -2.428 0.626 2.454
H -0.847 -0.045 2.212
H -0.992 1.533 2.849
H -1.631 -1.700 1.943
H 0.053 -2.080 1.105
H 3.072 -0.767 -1.301
H 1.901 -1.400 -0.183
H 1.729 1.748 1.344
H 1.832 -0.011 1.476
H -3.282 0.139 -1.287
H -3.063 0.954 -2.767
H -1.030 -1.306 -0.885
H 1.423 1.341 -1.082
*
```

Löwdin atomic charge list, values in e, 5 entries: -0.4399 -0.0454 -0.0733 -0.0554 0.0025


Record order is preserved below.
Total energy: -20119.9115; -35896.8194; -22786.9873; -105364.3007; -67539.8533; -18775.2938 eV